20
Properties=species:S:1:pos:R:3:forces:R:3:lowdin_spin:R:1 method="wB97M-V/def2-TZVPD" total_energy_ha=-382.3977 s_squared=0.7514 lumo_energy_ev="3.79 / 3.76" gap_ev="2.28 / 9.12" relative_energy_kcal_mol=21.5 total_charge=-1 multiplicity=2
N -0.072502 -1.690164 -0.623621 -0.0075 0.3060 0.2196 0.068
C -1.277221 -1.091755 -0.016526 0.2847 -0.3103 0.6432 0.087
C -1.487906 -0.363142 2.376038 -0.0739 0.4603 0.5856 0.136
C -1.287816 -1.307562 1.467017 0.3839 -0.3767 -1.0968 0.134
H -0.189213 -1.709322 -1.628818 -0.0675 0.0302 -0.4757 0.071
H -0.015033 -2.663477 -0.353539 0.0237 -0.3193 0.1721 0.099
H -2.198941 -1.526981 -0.428123 -0.1791 -0.0947 -0.2417 0.068
H -1.268586 -0.028671 -0.247776 -0.1534 0.1841 0.0320 0.014
H -1.501820 -0.603096 3.431126 -0.0668 0.1109 0.0541 0.030
H -1.632471 0.670764 2.088605 -0.0180 0.1996 0.0378 0.063
H -1.120572 -2.333447 1.778125 -0.0879 -0.1594 0.0588 0.057
C 2.218032 0.769939 -1.091672 -0.0983 -0.0551 -0.1972 0.005
C 0.946519 1.550676 -1.321679 -0.0586 -0.0753 0.0262 0.004
N 0.562640 2.335195 -0.265208 -0.2165 -0.0280 0.0393 0.028
O 0.308851 1.511478 -2.358089 0.1532 0.1076 -0.0328 0.038
H 2.940514 1.374784 -0.550804 0.1086 -0.0006 0.0937 0.004
H 2.628769 0.456562 -2.050463 -0.0536 0.0335 0.0610 0.003
H 1.962237 -0.124333 -0.518181 -0.0208 0.0065 0.0152 0.009
H -0.375738 2.721257 -0.351940 0.3554 -0.2180 0.2362 0.028
H 0.860257 2.051294 0.665529 -0.2076 0.1988 -0.2305 0.055